No. 1
Computed, not measured: a cluster of 12 separate species, C15H39N9O30S3 in total, with ωB97M-V with the def2-TZVPD basis set.

```
96
Properties=species:S:1:pos:R:3
C -14.641 -11.262 12.005
N -14.507 -9.775 12.007
O -14.028 -9.193 12.946
O -14.921 -9.152 11.006
H -15.720 -11.416 11.986
H -14.153 -11.586 12.924
H -14.182 -11.740 11.139
C -12.632 -7.277 -0.934
N -12.221 -7.726 0.415
O -13.117 -7.901 1.240
O -11.072 -7.752 0.790
H -11.899 -7.610 -1.669
H -12.649 -6.188 -0.965
H -13.639 -7.614 -1.180
C -7.650 -1.115 3.827
N -8.082 -1.640 2.478
O -7.237 -1.696 1.544
O -9.235 -2.061 2.405
H -7.527 -0.037 3.716
H -6.616 -1.382 4.044
H -8.345 -1.448 4.598
C -8.438 -6.792 9.770
N -7.809 -5.573 10.367
O -8.605 -4.970 11.119
O -6.673 -5.236 10.135
H -9.504 -6.901 9.970
H -8.076 -7.675 10.296
H -8.333 -6.813 8.686
C -18.451 -4.924 13.019
N -18.741 -5.948 14.048
O -18.524 -5.688 15.228
O -19.037 -7.084 13.721
H -17.375 -5.008 12.867
H -18.659 -3.933 13.421
H -19.087 -5.088 12.149
C -18.375 -10.661 3.980
N -17.745 -11.797 4.785
O -17.342 -12.823 4.268
O -17.588 -11.585 5.991
H -19.388 -10.515 4.355
H -18.194 -11.073 2.987
H -17.709 -9.806 4.092
C -23.442 -4.329 5.520
N -21.993 -4.173 5.511
O -21.442 -3.375 4.780
O -21.291 -4.893 6.284
H -23.786 -3.724 4.681
H -23.926 -4.063 6.459
H -23.582 -5.394 5.335
C -14.675 -4.426 5.656
N -14.069 -3.670 6.768
O -14.857 -3.183 7.596
O -12.894 -3.784 6.984
H -15.618 -4.033 5.275
H -14.825 -5.457 5.976
H -13.963 -4.354 4.835
C -14.314 -0.715 14.869
N -15.264 -0.093 15.779
O -14.942 0.972 16.300
O -16.201 -0.748 16.170
H -14.736 -0.572 13.875
H -14.182 -1.777 15.076
H -13.345 -0.228 14.977
C -20.196 2.392 5.017
C -19.873 2.263 6.531
O -21.094 1.829 7.099
S -22.444 2.362 6.318
O -22.922 3.527 7.015
O -23.424 1.267 6.151
O -21.580 2.676 4.907
H -19.889 1.523 4.434
H -19.637 3.196 4.538
H -19.704 3.201 7.060
H -19.065 1.566 6.756
C -10.074 -12.809 5.211
C -10.970 -12.356 6.362
O -10.106 -12.323 7.484
S -9.090 -13.634 7.442
O -9.631 -14.936 7.848
O -7.743 -13.339 7.877
O -9.069 -13.688 5.768
H -9.455 -11.966 4.906
H -10.510 -13.350 4.371
H -11.813 -13.047 6.353
H -11.319 -11.347 6.140
C -17.935 -3.675 -0.353
C -19.153 -3.571 -1.170
O -19.344 -4.812 -1.816
S -19.033 -6.047 -0.783
O -18.487 -7.202 -1.445
O -20.257 -6.124 0.043
O -17.868 -5.099 -0.071
H -17.912 -3.083 0.563
H -17.016 -3.390 -0.865
H -19.233 -2.762 -1.897
H -19.866 -3.468 -0.353
```

Output
LUMO (eV): -0.41
Charge: 0
Gap between HOMO and LUMO (Eh): 0.37907
SMILES: C[N+](=O)[O-].C[N+](=O)[O-].C[N+](=O)[O-].C[N+](=O)[O-].C[N+](=O)[O-].C[N+](=O)[O-].C[N+](=O)[O-].C[N+](=O)[O-].C[N+](=O)[O-].O=S1(=O)OCCO1.O=S1(=O)OCCO1.O=S1(=O)OCCO1
Highest occupied orbital energy (eV): -10.72

***

No. 2
Computed, not measured: a cluster of 9 separate species, C15H40F20N6O9P3S2 in total, with ωB97M-V with the def2-TZVPD basis set.

```
95
Properties=species:S:1:pos:R:3
C 6.824 24.551 21.736
C 6.323 24.538 20.284
O 5.332 25.141 19.976
N 6.986 23.579 19.295
H 7.990 23.678 19.343
H 6.864 22.645 19.657
C 6.623 23.915 17.846
H 6.125 24.963 22.464
H 7.703 25.195 21.782
H 7.114 23.554 22.067
H 6.868 23.183 17.076
H 6.972 24.914 17.583
H 5.536 23.895 17.925
C -0.750 18.972 18.894
C 0.085 18.223 19.847
O 0.340 17.053 19.644
N 0.748 18.928 20.980
H 1.613 19.300 20.613
H 0.184 19.736 21.203
C 0.999 18.118 22.238
H -1.295 18.226 18.316
H -0.139 19.579 18.226
H -1.491 19.542 19.455
H 1.984 17.673 22.099
H 0.245 17.393 22.546
H 1.169 18.861 23.018
C 2.646 22.582 25.201
C 3.206 22.154 26.599
O 3.630 22.962 27.393
N 3.117 20.639 26.998
H 2.927 20.027 26.217
H 4.062 20.357 27.217
C 2.096 20.523 28.113
H 2.426 23.643 25.316
H 1.681 22.115 25.004
H 3.296 22.537 24.327
H 1.860 19.464 28.218
H 1.116 20.964 27.928
H 2.482 20.981 29.024
C 3.762 16.698 18.849
C 5.030 17.520 19.278
O 6.146 17.243 18.829
N 4.958 18.448 20.504
H 5.774 19.025 20.354
H 4.203 19.108 20.385
C 5.103 17.723 21.876
H 3.010 16.617 19.635
H 4.068 15.715 18.490
H 3.246 17.084 17.971
H 4.437 16.861 21.856
H 4.914 18.412 22.699
H 6.102 17.300 21.984
C -3.497 23.861 17.828
C -2.363 23.361 18.674
O -1.865 22.268 18.431
N -1.753 24.241 19.817
H -2.342 25.035 20.022
H -1.923 23.671 20.633
C -0.173 24.560 19.651
H -3.374 24.936 17.696
H -4.450 23.689 18.327
H -3.528 23.400 16.841
H 0.239 25.187 20.443
H -0.002 24.972 18.657
H 0.389 23.631 19.745
P -1.156 21.711 22.219
F -1.678 20.103 22.203
F -1.971 21.803 23.613
F 0.273 21.478 23.013
F -0.797 23.270 22.330
F -0.371 21.521 20.849
F -2.472 22.054 21.514
P 4.463 22.528 14.542
F 3.927 21.212 13.755
F 5.055 23.107 13.087
F 3.006 23.333 14.235
F 4.958 23.867 15.376
F 3.777 21.893 15.853
F 5.975 21.825 14.924
P 6.257 20.269 25.004
F 6.251 18.858 25.815
F 6.661 19.601 23.577
F 4.718 19.980 24.574
F 6.152 21.736 24.263
F 5.829 20.859 26.484
F 7.804 20.508 25.432
N 3.108 20.325 20.223
S 2.990 21.134 18.918
O 4.116 22.018 18.484
O 1.649 21.542 18.742
F 3.042 19.892 17.890
S 3.291 21.711 21.179
O 2.219 22.722 21.375
O 4.620 22.184 21.345
F 3.173 20.897 22.469
```

Output
Multiplicity: 2
LUMO (spin up / spin down) (eV): -1.09 / -1.09
Charge: 0
Gap between HOMO and LUMO (spin up / spin down) (Eh): 0.09382 / 0.26115
Highest occupied orbital energy (spin up / spin down) (eV): -3.64 / -8.19

***

No. 3
Computed, not measured: a cluster of 7 separate species, C15H41INO6S6 in total, with ωB97M-V with the def2-TZVPD basis set.

```
70
Properties=species:S:1:pos:R:3
N 1.630 1.514 1.942
C 1.139 2.485 1.103
C -0.260 2.125 0.295
C -1.439 1.981 1.478
I -2.785 0.381 0.840
H 0.983 0.673 1.907
H 1.649 3.535 0.894
H -0.575 2.996 -0.457
H -0.201 1.104 -0.294
H -1.953 3.039 1.503
C 0.224 2.105 -4.553
S -1.199 0.988 -4.503
O -2.251 1.636 -3.652
C -0.398 -0.287 -3.501
H -0.060 3.005 -5.105
H 0.518 2.381 -3.538
H 1.055 1.615 -5.065
H -0.065 0.137 -2.551
H 0.453 -0.700 -4.048
H -1.122 -1.083 -3.309
C -6.455 4.243 2.909
S -4.872 4.317 2.037
O -3.855 3.619 2.890
C -4.628 6.097 2.247
H -6.788 3.203 2.937
H -6.337 4.613 3.931
H -7.195 4.845 2.376
H -4.623 6.352 3.309
H -5.427 6.638 1.734
H -3.666 6.370 1.805
C -7.854 0.038 1.670
S -7.572 1.528 0.683
O -8.885 2.242 0.559
C -7.273 0.664 -0.877
H -8.101 0.338 2.691
H -8.685 -0.536 1.251
H -6.947 -0.570 1.681
H -8.139 0.051 -1.138
H -6.384 0.035 -0.782
H -7.106 1.408 -1.660
C 3.243 -0.435 4.750
S 2.692 -1.702 3.582
O 1.231 -1.937 3.827
C 3.598 -3.068 4.347
H 2.766 0.511 4.486
H 2.957 -0.715 5.766
H 4.328 -0.324 4.682
H 3.290 -3.184 5.389
H 4.671 -2.870 4.293
H 3.372 -3.985 3.798
C 2.755 -4.353 -1.866
S 3.037 -2.863 -2.852
O 1.724 -2.149 -2.977
C 3.337 -3.727 -4.413
H 2.509 -4.052 -0.845
H 1.924 -4.926 -2.285
H 3.663 -4.961 -1.854
H 2.470 -4.339 -4.674
H 4.226 -4.355 -4.318
H 3.503 -2.983 -5.196
C 6.931 -1.607 -1.469
S 6.822 -3.307 -2.080
O 5.609 -3.932 -1.459
C 8.269 -3.919 -1.185
H 6.091 -1.038 -1.874
H 6.881 -1.599 -0.377
H 7.868 -1.157 -1.805
H 8.137 -3.767 -0.111
H 9.163 -3.394 -1.531
H 8.378 -4.987 -1.389
```

Output
LUMO (eV): 1.51
Charge: -1
Gap between HOMO and LUMO (Eh): 0.11584
Highest occupied orbital energy (eV): -1.64

***

No. 4
Computed, not measured: a structure of composition C15H42Cu2O17, with ωB97M-V with the def2-TZVPD basis set.

```
76
Properties=species:S:1:pos:R:3
Cu 8.655 -6.329 5.464
Cu 10.566 -3.729 8.644
C 8.755 -3.756 6.569
O 7.800 -4.125 5.807
O 9.800 -4.359 6.424
O 8.667 -2.842 7.366
C 12.408 -0.614 4.400
C 10.991 -1.134 4.677
O 10.485 -0.721 5.960
O 12.428 0.594 3.715
H 12.956 -1.312 3.767
H 13.050 -0.424 5.261
H 10.995 -2.223 4.650
H 10.390 -0.822 3.823
H 10.035 -1.470 6.358
H 11.798 1.123 4.209
C 9.899 -1.178 10.637
C 8.985 0.030 11.004
O 8.541 0.575 9.755
O 9.080 -2.369 10.367
H 10.476 -1.416 11.530
H 10.562 -0.927 9.809
H 9.609 0.712 11.581
H 8.205 -0.356 11.661
H 9.280 0.859 9.212
H 8.647 -2.242 9.520
C 11.698 -6.274 3.515
C 12.319 -5.881 4.805
O 12.229 -4.530 5.225
O 10.294 -6.166 3.495
H 11.967 -7.319 3.363
H 12.166 -5.611 2.786
H 13.382 -6.121 4.816
H 12.148 -6.670 5.538
H 11.333 -4.460 5.563
H 10.044 -5.264 3.282
C 3.400 -3.683 6.946
C 4.670 -2.874 7.235
O 5.665 -3.733 7.946
O 2.893 -4.075 8.192
H 3.444 -4.581 6.330
H 2.719 -2.989 6.455
H 4.292 -2.132 7.938
H 5.138 -2.415 6.364
H 6.428 -3.775 7.365
H 3.670 -4.417 8.639
C 7.014 -3.369 2.608
C 8.520 -2.916 2.571
O 9.299 -3.781 3.404
O 6.338 -3.135 3.827
H 6.967 -4.430 2.362
H 6.390 -2.909 1.842
H 8.649 -1.879 2.881
H 8.938 -3.032 1.571
H 9.113 -3.615 4.331
H 6.854 -3.487 4.556
C 6.072 -8.046 4.622
C 5.752 -6.969 5.647
O 6.661 -7.016 6.705
O 7.199 -7.660 3.740
H 5.182 -8.262 4.031
H 6.436 -8.951 5.107
H 4.807 -7.107 6.173
H 5.686 -5.991 5.170
H 6.211 -6.515 7.389
H 7.046 -8.130 2.916
C 7.060 0.129 6.315
C 5.973 1.113 6.127
O 5.932 2.049 7.200
O 6.906 -0.686 7.444
H 8.053 0.577 6.357
H 7.183 -0.500 5.433
H 5.091 0.479 6.031
H 6.129 1.723 5.237
H 5.207 2.658 7.045
H 7.582 -1.363 7.361
```

Output
Energy relative to the best compared isomer or geometry (same formula, charge and spin) (kcal per mole): 30.3
LUMO (eV): -1.57
Charge: 0
Gap between HOMO and LUMO (Eh): 0.27053
Highest occupied orbital energy (eV): -8.93

***

No. 5
Computed, not measured: a structure of composition C15H42I2O10P2, with ωB97M-V with the def2-TZVPD basis set.

```
71
Properties=species:S:1:pos:R:3
O 0.420 -0.400 6.232
P 0.328 -1.069 4.881
O 1.281 -2.446 4.963
O 0.858 -0.030 3.692
I 2.381 1.043 4.573
O -1.230 -1.615 4.676
P -2.336 -0.347 4.359
O -3.202 -0.023 5.766
I -4.041 -1.355 2.867
H 0.904 -2.895 5.735
H -3.864 -0.724 5.864
C -8.416 -4.822 1.381
C -7.068 -4.408 0.810
C -6.184 -5.616 0.546
O -6.413 -3.527 1.724
H -8.290 -5.340 2.336
H -9.036 -3.945 1.574
H -8.949 -5.482 0.694
H -7.217 -3.854 -0.118
H -5.984 -6.162 1.474
H -5.219 -5.302 0.146
H -6.651 -6.300 -0.165
H -6.274 -4.004 2.548
C 4.067 6.507 3.785
C 4.348 5.047 3.473
C 3.434 4.533 2.371
O 4.165 4.260 4.652
H 3.039 6.640 4.137
H 4.723 6.861 4.584
H 4.218 7.132 2.905
H 5.390 4.931 3.169
H 2.385 4.599 2.675
H 3.640 3.481 2.162
H 3.567 5.105 1.450
H 3.248 4.355 4.931
C 7.798 6.115 1.037
C 7.009 7.317 0.540
C 7.928 8.484 0.211
O 6.067 7.716 1.536
H 8.343 6.360 1.953
H 7.125 5.289 1.277
H 8.514 5.775 0.286
H 6.437 7.039 -0.347
H 8.477 8.807 1.100
H 7.348 9.342 -0.135
H 8.648 8.214 -0.564
H 6.558 7.965 2.326
C -2.815 -5.627 -1.999
C -3.751 -4.932 -2.976
C -2.975 -4.180 -4.046
O -4.593 -4.022 -2.267
H -2.183 -4.898 -1.482
H -3.384 -6.155 -1.231
H -2.171 -6.345 -2.511
H -4.404 -5.670 -3.447
H -2.348 -3.403 -3.598
H -3.656 -3.678 -4.734
H -2.336 -4.855 -4.618
H -4.030 -3.365 -1.846
C 0.043 -3.416 -6.523
C -0.814 -2.253 -7.000
C 0.038 -1.036 -7.327
O -1.765 -1.914 -5.991
H 0.585 -3.150 -5.611
H -0.580 -4.278 -6.284
H 0.769 -3.710 -7.285
H -1.380 -2.553 -7.884
H 0.579 -0.692 -6.441
H -0.590 -0.207 -7.659
H 0.763 -1.261 -8.112
H -1.279 -1.647 -5.204
```

Output
LUMO (eV): -1.50
Charge: 0
Gap between HOMO and LUMO (Eh): 0.28882
Highest occupied orbital energy (eV): -9.36

***

No. 6
Computed, not measured: a cluster of 5 separate species, C15H42O17P4 in total, with ωB97M-V with the def2-TZVPD basis set.

```
78
Properties=species:S:1:pos:R:3
C 3.758 -1.618 1.961
C 3.709 -0.336 1.098
O 3.797 -0.367 -0.089
C 3.374 0.943 1.825
H 3.947 -2.462 1.289
H 2.768 -1.405 2.618
H 4.512 -1.504 2.629
H 4.217 1.159 2.192
H 2.755 1.008 2.637
H 3.188 1.670 1.243
C -2.408 0.265 1.791
O -2.292 -0.689 2.890
P -1.308 -0.317 4.082
O -2.184 0.320 5.125
O -0.756 -1.691 4.639
C -1.590 -2.815 5.089
O -0.129 0.718 3.594
C 0.414 1.766 4.456
H -1.411 0.199 1.378
H -2.745 1.183 2.313
H -3.117 -0.074 0.950
H -0.935 -3.693 5.232
H -2.326 -2.809 4.349
H -2.203 -2.509 5.826
H 1.511 1.943 4.234
H 0.510 1.244 5.488
H -0.194 2.642 4.386
C 2.536 0.359 -3.351
O 1.357 1.020 -3.810
P 0.166 0.028 -4.235
O 0.665 -0.969 -5.113
O -0.583 -0.528 -2.941
C -2.048 -0.273 -2.725
O -1.093 0.778 -5.036
C -0.908 1.631 -6.082
H 2.264 0.375 -2.243
H 3.426 1.053 -3.518
H 2.945 -0.408 -3.843
H -2.420 0.557 -2.184
H -2.539 -1.134 -2.093
H -2.801 -0.223 -3.654
H 0.028 1.769 -6.393
H -1.275 2.567 -5.660
H -1.507 1.358 -6.988
C 1.574 4.551 -2.907
O 0.556 4.762 -1.900
P -0.629 3.549 -1.648
O -0.614 2.480 -2.672
O -0.119 2.821 -0.324
C 0.643 1.701 -0.367
O -1.997 3.936 -1.091
C -3.155 3.242 -0.856
H 1.849 3.528 -2.999
H 2.320 5.384 -2.748
H 1.160 4.753 -3.817
H 1.239 1.684 -1.222
H -0.102 0.788 -0.598
H 1.066 1.794 0.603
H -3.488 2.827 -1.800
H -4.050 3.996 -0.514
H -2.943 2.433 -0.143
C 1.178 -2.574 -1.226
O 0.889 -3.257 -0.073
P -0.227 -2.772 0.949
O 0.273 -1.699 1.847
O -1.597 -2.344 0.005
C -2.868 -2.847 0.425
O -0.437 -4.203 1.696
C 0.408 -4.682 2.630
H 2.095 -2.909 -1.733
H 1.327 -1.442 -1.131
H 0.481 -2.444 -2.000
H -3.584 -2.803 -0.409
H -3.303 -2.473 1.138
H -2.864 -3.979 0.797
H 0.624 -3.877 3.465
H 1.289 -5.168 2.199
H -0.105 -5.506 3.077
```

Output
Energy relative to the best compared isomer or geometry (same formula, charge and spin) (kcal per mole): 0.0
LUMO (eV): 0.46
Charge: 0
Gap between HOMO and LUMO (Eh): 0.36493
SMILES: COP(=O)(OC)OC.COP(=O)(OC)OC.COP(=O)(OC)OC.COP(=O)(OC)OC.CC(C)=O
Highest occupied orbital energy (eV): -9.47